This record from the Open Molecules 2025 dataset describes C4H19BrMnNO5 as an isolated structure. The level of theory is ωB97M-V with the def2-TZVPD basis set.

CARTESIAN COORDINATES (ANGSTROEM)
Mn  0.343  1.383  -0.859
Br  -0.823  0.426  -3.042
C  -0.244  -1.071  2.580
C  0.173  -0.920  1.122
C  0.019  -2.152  0.203
O  -1.440  -2.216  0.148
C  -1.986  -3.184  -0.835
N  -0.642  0.151  0.633
H  0.272  -1.816  3.186
H  -1.251  -1.419  2.810
H  -0.183  -0.137  3.138
H  1.260  -0.843  1.077
H  0.327  -2.956  0.872
H  0.550  -2.321  -0.734
H  -1.302  -3.406  -1.655
H  -2.879  -2.789  -1.319
H  -2.270  -4.144  -0.403
H  -1.176  0.615  1.354
H  -1.442  -0.408  0.376
O  1.305  2.351  0.673
H  0.927  2.533  1.533
H  1.946  3.049  0.540
O  -1.204  2.937  -0.596
H  -1.959  2.941  -0.008
H  -0.969  3.860  -0.692
O  2.216  0.249  -1.047
H  2.510  -0.316  -1.761
H  2.994  0.375  -0.504
O  1.551  2.803  -1.999
H  1.331  3.735  -1.978
H  2.043  2.691  -2.812

Computed properties:
total energy = -4319.71867 Ha
2S+1 = 7

***

This record from the Open Molecules 2025 dataset describes an isolated ion of composition C6H7O4S2 and charge -1. The level of theory is ωB97M-V with the def2-TZVPD basis set.

CARTESIAN COORDINATES (ANGSTROEM)
C  -0.060  -1.031  -0.744
C  -0.942  -0.008  -0.464
C  1.253  -1.021  -0.439
C  0.220  1.408  -0.001
C  2.144  -2.214  -0.413
C  -0.428  2.445  0.838
O  -2.839  -1.416  0.283
O  2.920  1.087  -0.098
O  -3.544  0.393  -1.259
O  -2.888  0.964  0.979
S  1.601  0.558  0.400
S  -2.730  -0.010  -0.083
H  -0.353  -2.082  -1.105
H  2.323  -2.444  -1.466
H  1.938  -3.075  0.219
H  3.039  -1.812  0.178
H  -0.615  2.131  1.811
H  -1.297  2.764  0.284
H  0.258  3.362  1.080

Computed properties:
relative energy (zero: lowest compared OMol25 entry of this formula, charge and spin) = 326.7 kJ/mol
net charge = -1

***

This record from the Open Molecules 2025 dataset describes a 2-piece molecular cluster, C5H14 overall. The level of theory is ωB97M-V with the def2-TZVPD basis set.

CARTESIAN COORDINATES (ANGSTROEM)
C  1.570  0.314  2.125
C  0.822  1.651  1.952
H  1.248  -0.079  3.099
H  1.223  -0.552  1.555
H  2.638  0.496  2.123
H  0.765  1.860  0.883
H  1.385  2.465  2.404
H  -0.176  1.658  2.385
C  -0.777  -1.003  -1.939
C  -0.203  0.469  -1.690
C  -1.494  -1.516  -0.703
H  0.017  -1.655  -2.291
H  -1.577  -0.908  -2.678
H  -1.074  1.077  -1.887
H  0.056  0.414  -0.638
H  -0.840  -1.677  0.173
H  -1.923  -2.513  -0.826
H  0.653  0.508  -2.354
H  -2.247  -0.848  -0.282

Computed properties:
relative energy (zero: lowest compared OMol25 entry of this formula, charge and spin) = 70.8 kJ/mol
SMILES = CCC.CC

***

This record from the Open Molecules 2025 dataset describes one molecule with the formula C4H8N2O. The level of theory is ωB97M-V with the def2-TZVPD basis set.

CARTESIAN COORDINATES (ANGSTROEM)
C  0.002  0.266  -0.230
C  -2.518  -0.098  0.087
N  -1.329  -0.519  -0.621
C  0.945  -0.736  0.212
C  2.356  0.227  0.297
N  2.645  1.089  -0.568
O  0.900  -1.841  0.640
H  -1.223  -1.529  -0.557
H  3.584  1.485  -0.506
H  -0.199  0.976  0.581
H  0.304  0.771  -1.148
H  3.074  -0.175  1.028
H  -2.652  0.978  -0.057
H  -3.396  -0.597  -0.329
H  -2.494  -0.296  1.172

Computed properties:
relative energy (zero: lowest compared OMol25 entry of this formula, charge and spin) = 318.9 kJ/mol
SMILES = [H]/N=C/C(=O)CNC

***

This record from the Open Molecules 2025 dataset describes one molecule with the formula C5H5F. The level of theory is ωB97M-V with the def2-TZVPD basis set.

CARTESIAN COORDINATES (ANGSTROEM)
C  1.584  0.145  0.012
C  0.102  -0.179  -0.119
C  -0.476  -1.431  -0.180
C  -0.769  0.880  -0.257
C  -1.816  1.579  0.084
H  2.101  -0.898  0.010
H  1.633  0.698  1.070
H  2.063  0.819  -0.761
H  -0.063  -2.554  0.220
H  -2.539  2.429  -0.086
F  -1.820  -1.487  0.008

Computed properties:
relative energy (zero: lowest compared OMol25 entry of this formula, charge and spin) = 317.5 kJ/mol
SMILES = C#C/C(C)=C\F

***

This record from the Open Molecules 2025 dataset describes a 2-piece molecular cluster, C4H5Br overall. The level of theory is ωB97M-V with the def2-TZVPD basis set.

CARTESIAN COORDINATES (ANGSTROEM)
C  0.417  -0.269  0.112
C  0.729  -1.500  0.243
C  0.549  1.179  -0.375
C  -0.445  0.632  0.534
Br  -3.642  0.362  -0.929
H  0.052  -2.272  0.586
H  1.744  -1.788  0.015
H  1.536  1.537  0.018
H  0.256  1.203  -1.421
H  -1.197  0.916  1.218

Computed properties:
relative energy (zero: lowest compared OMol25 entry of this formula, charge and spin) = 421.0 kJ/mol

***

This record from the Open Molecules 2025 dataset describes C20H46NdOP4S as an isolated structure. The level of theory is ωB97M-V with the def2-TZVPD basis set.

CARTESIAN COORDINATES (ANGSTROEM)
Nd  -0.031  -0.053  1.078
P  -1.987  2.024  0.914
P  -2.382  -1.582  2.079
P  1.550  1.391  -0.737
H  -1.306  -2.237  -0.787
C  -0.247  -1.955  -0.874
C  0.715  -2.480  -0.054
H  0.491  -3.230  0.709
C  -3.087  2.140  -0.531
C  -3.131  2.186  2.325
C  -1.157  3.651  0.950
C  -2.181  -3.408  2.112
C  -3.015  -1.305  3.775
C  -3.946  -1.465  1.120
C  2.887  0.351  -1.411
C  2.457  2.787  -0.011
C  0.699  2.124  -2.171
H  -0.002  -1.269  -1.705
H  1.776  -2.225  -0.153
H  -3.702  3.045  -0.429
H  -3.737  1.251  -0.585
H  -2.492  2.198  -1.458
H  -3.636  3.157  2.219
H  -2.565  2.174  3.270
H  -3.879  1.378  2.347
H  -1.946  4.406  1.080
H  -0.600  3.856  0.023
H  -0.462  3.701  1.802
H  -3.130  -3.897  2.375
H  -1.425  -3.685  2.860
H  -1.846  -3.773  1.133
H  -4.017  -1.750  3.905
H  -3.082  -0.226  3.982
H  -2.336  -1.759  4.514
H  -4.666  -2.223  1.462
H  -3.747  -1.639  0.053
H  -4.407  -0.472  1.215
H  3.478  0.951  -2.113
H  2.480  -0.530  -1.931
H  3.532  -0.007  -0.593
H  3.060  3.254  -0.803
H  3.119  2.421  0.793
H  1.759  3.523  0.418
H  1.447  2.601  -2.818
H  -0.044  2.867  -1.842
H  0.168  1.343  -2.737
C  1.947  -0.796  -6.040
C  1.246  -0.477  -7.220
C  1.091  -1.449  -8.215
C  1.655  -2.720  -8.068
C  2.393  -3.018  -6.919
C  2.557  -2.061  -5.919
S  2.114  0.284  -4.693
H  1.096  1.195  -4.904
H  0.815  0.514  -7.324
H  0.520  -1.218  -9.112
H  1.525  -3.473  -8.842
H  2.841  -3.999  -6.791
H  3.127  -2.280  -5.019
C  2.868  1.175  4.426
P  1.304  0.339  4.237
C  1.543  -1.392  3.832
C  0.394  0.474  5.771
O  0.513  0.993  3.078
H  3.444  0.723  5.244
H  2.719  2.242  4.653
H  3.459  1.100  3.504
H  2.194  -1.877  4.578
H  0.572  -1.917  3.819
H  2.027  -1.480  2.838
H  0.198  1.529  6.019
H  -0.567  -0.054  5.708
H  0.979  0.030  6.589

Computed properties:
relative energy (zero: lowest compared OMol25 entry of this formula, charge and spin) = 0.0 kJ/mol
2S+1 = 4
net charge = +3

***

This record from the Open Molecules 2025 dataset describes one molecule with the formula C4H11NO2. The level of theory is ωB97M-V with the def2-TZVPD basis set.

CARTESIAN COORDINATES (ANGSTROEM)
C  -0.875  0.782  -0.899
C  -0.239  0.206  0.347
C  -1.286  -0.430  1.247
O  -2.297  0.506  1.621
N  0.859  -0.753  0.181
C  2.062  -0.261  -0.409
O  1.952  -0.023  -1.826
H  -1.616  1.545  -0.663
H  -1.438  0.062  -1.501
H  -0.149  1.326  -1.492
H  0.230  1.017  0.924
H  -1.796  -1.198  0.652
H  -0.863  -0.942  2.110
H  -2.200  0.606  2.574
H  0.509  -1.508  -0.408
H  2.996  -0.780  -0.222
H  2.221  0.737  0.016
H  1.932  -0.892  -2.252

Computed properties:
relative energy (zero: lowest compared OMol25 entry of this formula, charge and spin) = 147.7 kJ/mol
SMILES = C[C@@H](CO)NCO

***

- Number 7 is which compound?
  C20H46NdOP4S